The following is a quantum chemistry calculation of a 2-piece molecular cluster, C23H25NO3 overall at a distorted geometry, from the OMol25 dataset.

XYZ file:
```
52
Properties=species:S:1:pos:R:3:nbo_charge:R:1
C 4.0680 -1.3045 2.6054 -0.620
C 3.0912 -0.1634 2.5725 -0.068
O 1.7596 -0.6963 2.5622 -0.558
C 0.8553 0.3192 2.4937 0.740
C -0.5210 -0.2032 2.4520 -0.427
C -1.5951 0.7628 2.4670 0.516
O -1.4288 1.9734 2.4113 -0.634
C -3.0525 0.2270 2.5357 -0.491
C -3.1934 -1.2299 2.9249 -0.398
C -2.1604 -2.1064 2.2135 -0.382
C -0.7267 -1.6528 2.5372 -0.400
O 1.2189 1.4840 2.4655 -0.651
H 5.0757 -0.8861 2.6126 0.207
H 3.9481 -1.9095 3.5090 0.214
H 3.9746 -1.9488 1.7258 0.187
H 3.2141 0.4738 3.4579 0.195
H 3.2492 0.4538 1.6776 0.164
H -3.6290 0.8540 3.2283 0.219
H -3.4889 0.3812 1.5363 0.197
H -3.0763 -1.3293 4.0102 0.195
H -4.2042 -1.5711 2.6756 0.194
H -2.2860 -3.1564 2.5103 0.197
H -2.3138 -2.0478 1.1255 0.164
H -0.0284 -2.1628 1.8536 0.178
H -0.4744 -2.0139 3.5549 0.185
C 0.4560 -2.4103 -1.0981 -0.725
C 1.1256 -1.1110 -1.1938 0.301
N 0.5950 -0.0805 -1.8346 -0.277
C 1.2306 1.1824 -1.9997 0.197
C 2.4874 1.5994 -1.5966 -0.213
C 2.8656 2.9215 -1.9181 -0.183
C 1.9926 3.7723 -2.6215 -0.184
C 0.7272 3.3315 -3.0231 -0.164
C 0.3547 2.0279 -2.7079 -0.095
C -0.8428 1.2910 -2.9864 0.041
C -0.6962 -0.0098 -2.4498 0.087
C -1.7064 -0.9487 -2.5850 -0.193
C -2.8809 -0.5693 -3.2623 -0.199
C -3.0271 0.7227 -3.7906 -0.179
C -2.0025 1.6645 -3.6564 -0.190
H 1.1349 -3.0828 -0.5596 0.259
H -0.4744 -2.3588 -0.5129 0.286
H 0.2346 -2.8765 -2.0702 0.257
H 2.1387 -0.9822 -0.8208 0.229
H 3.1326 0.9078 -1.0580 0.224
H 3.8462 3.2959 -1.6231 0.232
H 2.3058 4.7899 -2.8586 0.228
H 0.0148 3.9480 -3.5693 0.223
H -1.5941 -1.9500 -2.1866 0.228
H -3.6877 -1.2924 -3.3787 0.230
H -3.9466 0.9922 -4.3099 0.228
H -2.0592 2.6782 -4.0474 0.225
```

E: -31886.77486 eV
lowest unoccupied orbital energy: -2.22 eV

The following is a quantum chemistry calculation of C33H41Cl5FIrN3OP2Si as an isolated structure at a distorted geometry, from the OMol25 dataset.

XYZ file:
```
88
Properties=species:S:1:pos:R:3:lowdin_spin:R:1
Ir 0.9895 -0.4581 0.7923 1.517
C -2.2335 -1.4169 3.0639 0.013
Si -0.4989 -2.2016 3.0003 0.044
C 0.8075 -1.1780 3.9479 0.028
C -0.4408 -3.9558 3.7424 0.002
N 0.0665 -2.1439 1.3164 0.392
C 0.0500 -3.2426 0.5258 0.032
C -0.9060 -4.2719 0.6401 0.083
C -0.7892 -5.4451 -0.0710 -0.006
C 0.2653 -5.6490 -0.9493 0.105
C 1.1908 -4.6324 -1.1429 -0.013
C 1.0599 -3.4636 -0.4334 0.093
F 1.9847 -2.4736 -0.6202 0.060
H -2.5856 -1.3657 4.0886 0.001
H -2.9544 -1.9948 2.4940 0.000
H -2.2258 -0.4107 2.6571 0.000
H 0.4670 -0.9712 4.9571 0.003
H 1.0413 -0.2223 3.4826 0.010
H 1.7302 -1.7464 4.0288 0.000
H -0.0957 -3.9059 4.7705 0.000
H 0.2451 -4.6019 3.2051 0.000
H -1.4092 -4.4440 3.7563 0.000
H -1.7497 -4.1115 1.2887 0.003
H -1.5202 -6.2258 0.0700 -0.002
H 0.3665 -6.5815 -1.4825 0.006
H 2.0217 -4.7473 -1.8197 -0.002
C -0.0973 2.4524 2.0939 0.030
P -0.6204 2.3642 0.3125 0.119
C -0.7549 0.5401 -0.0624 0.009
N -1.9019 -0.1239 0.0054 0.205
C -2.1090 -1.2410 -0.7119 0.030
C -3.2456 -2.0331 -0.5269 0.040
C -3.4380 -3.1697 -1.2812 0.012
C -2.5058 -3.5493 -2.2454 0.057
C -1.3975 -2.7669 -2.4908 -0.002
C -1.1692 -1.6198 -1.7327 0.062
N -0.1005 -0.8225 -1.9583 0.056
C 0.1705 0.1731 -1.1570 0.036
P 1.3239 1.5278 -1.6689 0.414
C 2.8073 0.5590 -2.1704 0.050
C 0.6474 2.0411 -3.3986 0.093
C -0.7993 2.4422 -3.1852 0.004
C 1.4695 3.2554 -3.8164 0.006
C 0.7666 0.9031 -4.4025 0.028
C -2.4382 2.9310 0.5086 0.029
C -2.3647 4.4239 0.8436 0.002
C -3.1947 2.7707 -0.8039 0.003
C -3.1846 2.1474 1.5857 0.008
H -0.7731 3.0977 2.6468 0.001
H 0.8973 2.8891 2.1426 0.001
H -0.0904 1.4615 2.5437 0.012
H -3.9552 -1.7352 0.2282 0.001
H -4.3239 -3.7670 -1.1307 0.000
H -2.6620 -4.4479 -2.8200 0.003
H -0.6890 -3.0216 -3.2645 -0.001
H 2.4722 -0.3638 -2.6406 0.012
H 3.4298 0.3169 -1.3121 0.001
H 3.3947 1.1465 -2.8717 0.000
H -0.8436 3.2816 -2.4945 0.000
H -1.3768 1.6139 -2.7803 0.001
H -1.2568 2.7461 -4.1246 0.003
H 1.4380 4.0239 -3.0453 0.002
H 1.0675 3.6807 -4.7341 0.000
H 2.5107 2.9968 -3.9970 0.000
H 0.4168 -0.0350 -3.9757 0.002
H 1.7899 0.7799 -4.7445 0.001
H 0.1474 1.1294 -5.2689 0.008
H -1.7881 4.9579 0.0898 0.001
H -1.9141 4.6212 1.8131 0.000
H -3.3685 4.8468 0.8598 0.000
H -2.7694 3.3852 -1.5900 0.000
H -4.2271 3.0812 -0.6600 0.000
H -3.1988 1.7326 -1.1220 0.001
H -2.6768 2.1494 2.5465 0.001
H -3.3214 1.1202 1.2532 0.000
H -4.1690 2.5925 1.7314 0.002
Cl 7.1678 2.8161 2.6462 0.004
C 5.6513 2.3783 1.9847 0.009
C 5.2004 1.0591 2.0844 0.000
Cl 6.1635 -0.1249 2.8594 0.002
C 3.9627 0.7156 1.5606 0.014
Cl 3.3569 -0.8903 1.7035 0.080
C 3.1418 1.6633 0.9260 0.008
O 1.9654 1.3601 0.4532 0.132
C 3.6328 2.9791 0.8178 0.009
Cl 2.6329 4.0957 -0.0087 0.033
C 4.8541 3.3465 1.3629 -0.002
Cl 5.3695 4.9770 1.2850 -0.001
```

expectation value of S²: 6.067
E: -136020.63790 eV
spin multiplicity: 5
lowest unoccupied orbital energy (spin up / spin down): -3.02 / -4.90 eV
total charge: +1

For the records above, the corresponding energy above the lowest of the compared OMol25 structures with the same formula, charge and spin values read 80.46; 73.39 kcal/mol.